No. 1
Formula: C37H59N19O7P2
Source: the OMol25 dataset
Level of theory: ωB97M-V/def2-TZVPD

Last columns: bonded neighbours and bond lengths (Å).
Positions of all 124 atoms, in Å:
1 N 3.0993 -1.9714 -2.2176  P2 1.540, H12 1.007
2 P 3.5150 -2.2836 -0.7677  N1 1.540, O3 1.608, O4 1.620, O5 1.669
3 O 3.7723 -3.8585 -0.5721  P2 1.608, H13 0.978
4 O 2.3813 -1.8769 0.3152  P2 1.620, H14 0.975
5 O 4.9915 -1.5682 -0.4613  P2 1.669, C6 1.337
6 C 4.8705 -0.2827 -0.1123  O5 1.337, O7 1.163, O8 1.374
7 O 3.9118 0.3649 -0.2323  C6 1.163
8 O 6.0216 0.2778 0.3851  C6 1.374, P9 1.715
9 P 6.3196 -0.0770 2.0362  O8 1.715, O10 1.661, O11 1.649
10 O 5.7765 1.2178 2.9238  P9 1.661, H15 0.972
11 O 5.3852 -1.3740 2.4430  P9 1.649, H16 0.966
12 H 2.2024 -1.5130 -2.2379  N1 1.007
13 H 3.4324 -4.1142 0.3085  O3 0.978
14 H 1.5996 -2.3957 0.0506  O4 0.975
15 H 5.1893 0.9233 3.6400  O10 0.972
16 H 6.0380 -2.0585 2.6414  O11 0.966
17 C 1.7320 1.5783 1.9933  C18 1.465, H20 1.090, H21 1.089, H22 1.089
18 C 2.1639 1.2243 3.3475  C17 1.465, N19 1.137
19 N 2.5012 0.9519 4.3986  C18 1.137
20 H 1.9011 0.7340 1.3255  C17 1.090
21 H 0.6715 1.8267 1.9935  C17 1.089
22 H 2.3001 2.4339 1.6326  C17 1.089
23 C -0.1836 4.6995 3.3454  C24 1.468, H26 1.088, H27 1.087, H28 1.089
24 C 0.6890 4.8796 2.1788  C23 1.468, N25 1.135
25 N 1.3660 5.0101 1.2776  C24 1.135
26 H -0.3802 5.6634 3.8101  C23 1.088
27 H -1.1276 4.2525 3.0440  C23 1.087
28 H 0.3024 4.0473 4.0699  C23 1.089
29 C -1.5743 -0.5828 -2.1497  C30 1.462, H32 1.083, H33 1.083, H34 1.088
30 C -0.5152 -1.5506 -1.8701  C29 1.462, N31 1.134
31 N 0.3106 -2.2907 -1.6334  C30 1.134
32 H -1.9063 -0.1260 -1.2252  C29 1.083
33 H -1.1994 0.1861 -2.8143  C29 1.083
34 H -2.4176 -1.0855 -2.6191  C29 1.088
35 C -3.9902 5.0409 1.0047  C36 1.466, H38 1.089, H39 1.088, H40 1.089
36 C -3.5239 4.7202 2.3565  C35 1.466, N37 1.134
37 N -3.1689 4.4653 3.4034  C36 1.134
38 H -3.8173 4.1906 0.3459  C35 1.089
39 H -5.0550 5.2644 1.0276  C35 1.088
40 H -3.4501 5.9063 0.6239  C35 1.089
41 C 3.2825 -3.5421 4.0046  C42 1.464, H44 1.083, H45 1.088, H46 1.089
42 C 3.4576 -4.5422 2.9503  C41 1.464, N43 1.137
43 N 3.5230 -5.3389 2.1414  C42 1.137
44 H 3.9892 -2.7339 3.8614  C41 1.083
45 H 2.2727 -3.1383 3.9719  C41 1.088
46 H 3.4509 -3.9941 4.9811  C41 1.089
47 C 9.6168 -3.3300 2.1454  C48 1.465, H50 1.088, H51 1.088, H52 1.088
48 C 8.6775 -2.5017 2.9052  C47 1.465, N49 1.136
49 N 7.9501 -1.8491 3.4839  C48 1.136
50 H 9.0822 -3.8714 1.3670  C47 1.088
51 H 10.3745 -2.6984 1.6855  C47 1.088
52 H 10.0996 -4.0430 2.8106  C47 1.088
53 C -0.0015 2.0413 6.3603  C54 1.468, H56 1.088, H57 1.088, H58 1.089
54 C -1.4355 1.7939 6.1662  C53 1.468, N55 1.134
55 N -2.5412 1.5939 6.0116  C54 1.134
56 H 0.3754 1.4090 7.1615  C53 1.088
57 H 0.5403 1.8128 5.4444  C53 1.088
58 H 0.1646 3.0845 6.6238  C53 1.089
59 C 0.1070 -1.4127 6.3502  C60 1.465, H62 1.089, H63 1.091, H64 1.089
60 C 1.1608 -2.2476 6.9327  C59 1.465, N61 1.134
61 N 1.9742 -2.8932 7.3884  C60 1.134
62 H -0.4547 -0.9234 7.1444  C59 1.089
63 H 0.5519 -0.6545 5.7047  C59 1.091
64 H -0.5673 -2.0343 5.7630  C59 1.089
65 C -1.8819 4.3158 -2.2933  C66 1.472, H68 1.087, H69 1.089, H70 1.083
66 C -2.3992 2.9489 -2.1189  C65 1.472, N67 1.139
67 N -2.7973 1.8962 -1.9452  C66 1.139
68 H -2.1896 4.7008 -3.2626  C65 1.087
69 H -2.2935 4.9508 -1.5105  C65 1.089
70 H -0.8014 4.3388 -2.2284  C65 1.083
71 C -4.7975 -0.1165 0.3703  C72 1.465, H74 1.089, H75 1.090, H76 1.087
72 C -4.5503 -1.3111 -0.4413  C71 1.465, N73 1.134
73 N -4.3585 -2.2368 -1.0679  C72 1.134
74 H -5.7156 -0.2411 0.9418  C71 1.089
75 H -3.9670 0.0410 1.0592  C71 1.090
76 H -4.8946 0.7554 -0.2721  C71 1.087
77 C 2.6194 4.8218 -4.4580  C78 1.468, H80 1.090, H81 1.090, H82 1.088
78 C 1.4538 5.3571 -3.7430  C77 1.468, N79 1.138
79 N 0.5504 5.8051 -3.2163  C78 1.138
80 H 2.3141 4.2739 -5.3493  C77 1.090
81 H 3.2638 5.6487 -4.7550  C77 1.090
82 H 3.1760 4.1532 -3.8054  C77 1.088
83 C -3.7839 -1.1333 -5.6243  C84 1.476, H86 1.086, H87 1.088, H88 1.089
84 C -3.0450 -0.0117 -6.2367  C83 1.476, N85 1.134
85 N -2.4848 0.8548 -6.7078  C84 1.134
86 H -4.6122 -1.4240 -6.2640  C83 1.086
87 H -3.1233 -1.9887 -5.4988  C83 1.088
88 H -4.1669 -0.8360 -4.6495  C83 1.089
89 C 4.9900 1.2487 -5.2571  C90 1.468, H92 1.088, H93 1.091, H94 1.089
90 C 3.8124 1.9929 -5.7195  C89 1.468, N91 1.136
91 N 2.9023 2.5699 -6.0788  C90 1.136
92 H 5.6976 1.9328 -4.7922  C89 1.088
93 H 4.6940 0.4953 -4.5249  C89 1.091
94 H 5.4705 0.7594 -6.1033  C89 1.089
95 C -0.1809 -6.4511 2.4466  C96 1.466, H98 1.088, H99 1.088, H100 1.089
96 C -0.1113 -5.4159 3.4827  C95 1.466, N97 1.133
97 N -0.0583 -4.6169 4.2842  C96 1.133
98 H -0.7893 -7.2822 2.7975  C95 1.088
99 H -0.6252 -6.0383 1.5429  C95 1.088
100 H 0.8218 -6.8099 2.2199  C95 1.089
101 C -2.8859 -1.8935 3.5478  C102 1.466, H104 1.089, H105 1.089, H106 1.089
102 C -2.1190 -0.7920 2.9589  C101 1.466, N103 1.134
103 N -1.5300 0.0639 2.5058  C102 1.134
104 H -3.7183 -2.1532 2.8957  C101 1.089
105 H -2.2434 -2.7638 3.6717  C101 1.089
106 H -3.2725 -1.5914 4.5195  C101 1.089
107 C -0.2177 -2.5252 -6.1100  C108 1.470, H110 1.089, H111 1.089, H112 1.088
108 C 0.1633 -1.5772 -5.0538  C107 1.470, N109 1.133
109 N 0.4610 -0.8478 -4.2400  C108 1.133
110 H -0.7907 -3.3458 -5.6807  C107 1.089
111 H -0.8252 -2.0214 -6.8603  C107 1.089
112 H 0.6752 -2.9314 -6.5810  C107 1.088
113 C -7.5929 3.1466 -1.2809  C114 1.467, H116 1.088, H117 1.088, H118 1.088
114 C -7.1957 2.7737 0.0814  C113 1.467, N115 1.134
115 N -6.8891 2.4850 1.1347  C114 1.134
116 H -7.4575 2.2982 -1.9489  C113 1.088
117 H -8.6390 3.4456 -1.2904  C113 1.088
118 H -6.9810 3.9761 -1.6296  C113 1.088
119 C -7.8872 -2.0294 -7.1721  C120 1.467, H122 1.088, H123 1.088, H124 1.088
120 C -6.7850 -2.9572 -6.8962  C119 1.467, N121 1.133
121 N -5.9421 -3.6854 -6.6874  C120 1.133
122 H -8.2213 -1.5684 -6.2447  C119 1.088
123 H -7.5526 -1.2528 -7.8573  C119 1.088
124 H -8.7178 -2.5691 -7.6222  C119 1.088

- E_HOMO: -0.298 Ha
- LUMO: 0.00 eV



No. 2
Formula: C37H59N2O26
Source: the OMol25 dataset
Level of theory: ωB97M-V/def2-TZVPD

Last columns: bonded neighbours and bond lengths (Å).
Positions of all 124 atoms, in Å:
1 C -3.8288 -2.0136 0.2630  N2 1.448, H10 1.095, H11 1.102, H12 1.093
2 N -2.6232 -1.4039 -0.2583  C1 1.448, C3 1.456, C4 1.425
3 C -1.7294 -2.3490 -0.9120  N2 1.456, H13 1.105, H14 1.093, H15 1.092
4 C -2.8952 -0.3028 -1.1213  N2 1.425, O5 1.215, C6 1.534
5 O -3.8417 -0.3498 -1.8810  C4 1.215
6 C -1.9540 0.9081 -1.0718  C4 1.534, C7 1.531, H16 1.094, H17 1.097
7 C -0.8881 1.0762 0.0147  C6 1.531, N8 1.500, O9 1.457
8 N 0.1807 0.0472 -0.2078  C7 1.500, H18 1.015, H19 1.015
9 O -1.4381 0.7144 1.3146  C7 1.457, H20 0.960
10 H -3.5718 -2.5434 1.1866  C1 1.095
11 H -4.3150 -2.7132 -0.4354  C1 1.102
12 H -4.5590 -1.2385 0.5076  C1 1.093
13 H -2.0850 -2.6349 -1.9183  C3 1.105
14 H -0.7472 -1.8805 -1.0107  C3 1.093
15 H -1.6058 -3.2272 -0.2744  C3 1.092
16 H -2.5920 1.7960 -1.0457  C6 1.094
17 H -1.4397 0.8686 -2.0404  C6 1.097
18 H 0.8315 0.2198 0.5519  N8 1.015
19 H 0.6876 0.3534 -1.0321  N8 1.015
20 H -1.8913 1.4889 1.6562  O9 0.960
21 C -2.6646 6.0287 -2.4282  C22 1.503, H28 1.088, H29 1.090, H30 1.090
22 C -2.4272 6.1272 -0.9470  C21 1.503, C23 1.519, O27 1.439, H31 1.097
23 C -0.9761 6.2824 -0.5257  C22 1.519, O24 1.428, H32 1.087, H33 1.093
24 O -0.9609 5.6645 0.7612  C23 1.428, C25 1.355
25 C -1.9564 4.7457 0.7958  O24 1.355, O26 1.183, O27 1.355
26 O -2.1037 3.9387 1.6483  C25 1.183
27 O -2.7742 4.9047 -0.2726  C22 1.439, C25 1.355
28 H -2.1891 5.1326 -2.8221  C21 1.088
29 H -3.7303 5.9679 -2.6486  C21 1.090
30 H -2.2532 6.8996 -2.9373  C21 1.090
31 H -3.0336 6.9268 -0.5039  C22 1.097
32 H -0.6515 7.3161 -0.4335  C23 1.087
33 H -0.3057 5.7333 -1.1915  C23 1.093
34 C 1.0913 2.1252 -3.0628  C35 1.499, H41 1.093, H42 1.086, H43 1.092
35 C 0.9276 3.0558 -4.2259  C34 1.499, C36 1.518, O40 1.451, H44 1.094
36 C 2.0125 4.1028 -4.4016  C35 1.518, O37 1.439, H45 1.088, H46 1.090
37 O 1.3084 5.1767 -5.0521  C36 1.439, C38 1.352
38 C 0.0020 5.0696 -4.7209  O37 1.352, O39 1.193, O40 1.338
39 O -0.8188 5.9062 -4.9461  C38 1.193
40 O -0.2414 3.9075 -4.1044  C35 1.451, C38 1.338
41 H 1.0307 2.6557 -2.1085  C34 1.093
42 H 0.3106 1.3698 -3.0487  C34 1.086
43 H 2.0533 1.6142 -3.1339  C34 1.092
44 H 0.8060 2.4911 -5.1554  C35 1.094
45 H 2.8294 3.7723 -5.0389  C36 1.088
46 H 2.4048 4.4657 -3.4519  C36 1.090
47 C 2.7160 -5.4391 -2.7599  C48 1.505, H54 1.092, H55 1.090, H56 1.090
48 C 2.1246 -4.0871 -2.4656  C47 1.505, C49 1.512, O53 1.451, H57 1.088
49 C 0.8231 -3.7851 -3.1742  C48 1.512, O50 1.431, H58 1.086, H59 1.095
50 O 0.8864 -2.3634 -3.3291  C49 1.431, C51 1.346
51 C 2.1809 -1.9934 -3.3378  O50 1.346, O52 1.193, O53 1.353
52 O 2.5807 -0.9137 -3.6486  C51 1.193
53 O 2.9748 -3.0271 -2.9749  C48 1.451, C51 1.353
54 H 2.9858 -5.5178 -3.8148  C47 1.092
55 H 3.6160 -5.6024 -2.1663  C47 1.090
56 H 1.9898 -6.2122 -2.5076  C47 1.090
57 H 2.0137 -3.9418 -1.3934  C48 1.088
58 H -0.0535 -4.0660 -2.5977  C49 1.086
59 H 0.7832 -4.2287 -4.1742  C49 1.095
60 C 1.1940 -3.7880 4.3901  C61 1.503, H67 1.092, H68 1.086, H69 1.092
61 C 0.3124 -4.3233 3.2972  C60 1.503, C62 1.523, O66 1.444, H70 1.094
62 C 0.3070 -5.8438 3.2043  C61 1.523, O63 1.436, H71 1.087, H72 1.089
63 O 0.0919 -6.0757 1.8040  C62 1.436, C64 1.350
64 C 0.5129 -4.9769 1.1422  O63 1.350, O65 1.197, O66 1.331
65 O 0.6002 -4.9065 -0.0491  C64 1.197
66 O 0.7952 -3.9823 1.9800  C61 1.444, C64 1.331
67 H 2.2244 -4.1063 4.2185  C60 1.092
68 H 1.1674 -2.7040 4.4540  C60 1.086
69 H 0.8478 -4.2015 5.3399  C60 1.092
70 H -0.6996 -3.9147 3.3674  C61 1.094
71 H -0.4798 -6.3266 3.7788  C62 1.087
72 H 1.2772 -6.2669 3.4619  C62 1.089
73 C 7.9421 2.9164 -3.8901  C74 1.505, H80 1.090, H81 1.089, H82 1.091
74 C 6.4721 3.0103 -3.5791  C73 1.505, C75 1.520, O79 1.436, H83 1.094
75 C 5.8501 4.3872 -3.7435  C74 1.520, O76 1.426, H84 1.087, H85 1.094
76 O 4.8065 4.3679 -2.7720  C75 1.426, C77 1.364
77 C 5.1498 3.4846 -1.7912  O76 1.364, O78 1.181, O79 1.355
78 O 4.5925 3.3778 -0.7558  C77 1.181
79 O 6.2297 2.7662 -2.1848  C74 1.436, C77 1.355
80 H 8.5107 3.5421 -3.2016  C73 1.090
81 H 8.2945 1.8914 -3.7900  C73 1.089
82 H 8.1276 3.2484 -4.9126  C73 1.091
83 H 5.9048 2.2665 -4.1464  C74 1.094
84 H 5.4267 4.5693 -4.7283  C75 1.087
85 H 6.5575 5.1830 -3.4933  C75 1.094
86 C 4.9330 -9.8708 0.1149  C87 1.505, H93 1.090, H94 1.088, H95 1.091
87 C 4.7831 -8.3739 0.1559  C86 1.505, C88 1.520, O92 1.439, H96 1.094
88 C 5.9465 -7.6079 0.7639  C87 1.520, O89 1.428, H97 1.086, H98 1.094
89 O 5.3006 -6.4664 1.3296  C88 1.428, C90 1.353
90 C 4.0132 -6.7911 1.5884  O89 1.353, O91 1.186, O92 1.352
91 O 3.2546 -6.1157 2.2004  C90 1.186
92 O 3.7135 -7.9894 1.0385  C87 1.439, C90 1.352
93 H 5.0031 -10.2683 1.1278  C86 1.090
94 H 4.0779 -10.3333 -0.3745  C86 1.088
95 H 5.8347 -10.1378 -0.4377  C86 1.091
96 H 4.5442 -7.9770 -0.8349  C87 1.094
97 H 6.6930 -7.2836 0.0446  C88 1.086
98 H 6.4247 -8.1768 1.5661  C88 1.094
99 C -4.5427 5.3741 2.9832  C100 1.502, H106 1.091, H107 1.087, H108 1.090
100 C -6.0264 5.4022 3.2168  C99 1.502, C101 1.518, O105 1.448, H109 1.093
101 C -6.6791 6.7716 3.1581  C100 1.518, O102 1.433, H110 1.086, H111 1.093
102 O -7.7803 6.6374 4.0649  C101 1.433, C103 1.356
103 C -7.4710 5.6628 4.9553  O102 1.356, O104 1.190, O105 1.344
104 O -8.0987 5.4330 5.9392  C103 1.190
105 O -6.3634 5.0071 4.5690  C100 1.448, C103 1.344
106 H -4.0266 5.9323 3.7659  C99 1.091
107 H -4.1543 4.3591 2.9862  C99 1.087
108 H -4.3115 5.8145 2.0129  C99 1.090
109 H -6.5392 4.7100 2.5436  C100 1.093
110 H -7.0503 7.0444 2.1743  C101 1.086
111 H -6.0090 7.5495 3.5330  C101 1.093
112 C -4.9218 0.4858 5.1376  C113 1.505, H119 1.091, H120 1.089, H121 1.091
113 C -4.0292 -0.2805 4.1982  C112 1.505, C114 1.520, O118 1.436, H122 1.093
114 C -4.2097 -1.7900 4.1998  C113 1.520, O115 1.427, H123 1.087, H124 1.095
115 O -2.9004 -2.2576 3.8764  C114 1.427, C116 1.363
116 C -2.0037 -1.2984 4.2422  O115 1.363, O117 1.182, O118 1.349
117 O -0.8299 -1.4368 4.2216  C116 1.182
118 O -2.6540 -0.1706 4.5970  C113 1.436, C116 1.349
119 H -4.7136 0.2012 6.1698  C112 1.091
120 H -4.7569 1.5573 5.0406  C112 1.089
121 H -5.9679 0.2743 4.9112  C112 1.091
122 H -4.1033 0.1095 3.1796  C113 1.093
123 H -4.9182 -2.1556 3.4611  C114 1.087
124 H -4.4826 -2.1576 5.1939  C114 1.095

- Net charge: -1
- E_HOMO: -0.027 Ha
- LUMO: 1.78 eV



Gap between HOMO and LUMO
In order: 8.113 2.503
Unit: eV